## one
Density functional theory data (ωB97M-V/def2-TZVPD) for a cluster of 2 separate species, C5H13NO in total.

The geometry in XYZ format:
```
20
Properties=species:S:1:pos:R:3:lowdin_charge:R:1
C -2.39108 -1.17918 -0.68751 -0.289
N -1.67763 0.17756 -0.65721 -0.115
C -0.23586 0.06039 -0.44375 -0.402
C 0.64890 1.17004 -0.57084 -0.247
C 2.18040 0.99272 -0.68474 -0.201
C 0.22187 -1.21870 0.26548 -0.178
H -2.37788 -1.71728 0.34421 0.070
H -1.70870 -1.77874 -1.37588 0.040
H -3.41889 -0.96184 -1.16715 0.058
H -1.95588 0.90529 -1.38010 0.109
H 0.31392 2.14471 -0.69486 0.026
H 2.53389 1.16438 -1.71870 0.051
H 2.56752 0.22971 -0.11086 0.004
H 2.50722 1.89154 -0.07135 0.065
H -0.11726 -2.19579 -0.17185 0.048
H 1.36024 -1.21806 0.22899 0.069
H -0.15348 -1.12282 1.34754 0.076
H 0.05159 1.26915 3.00393 0.029
H 0.87879 0.79417 1.76977 0.012
O 0.77234 0.59277 2.77489 -0.224
```

Results
* net charge: -1
* lowest unoccupied orbital energy (spin up / spin down): 4.0 / 4.1 eV
* HOMO-LUMO gap (spin up / spin down): 2.869 / 7.899 eV
* multiplicity: 2
* HOMO (spin up / spin down): 1.167 / -3.808 eV


## two
Density functional theory data (ωB97M-V/def2-TZVPD) for a cluster of 2 separate species, C5H13NO in total.

The geometry in XYZ format:
```
20
Properties=species:S:1:pos:R:3:lowdin_charge:R:1
C 0.71887 -1.94968 2.20817 -0.142
C 0.08384 -1.73923 0.83610 -0.260
C -0.21216 -0.28272 0.50295 -0.341
C -0.24717 0.66634 1.42932 -0.235
N -0.27390 2.04435 1.16579 0.011
C -0.46165 -0.04441 -0.97473 -0.214
H 0.95657 -3.00421 2.29679 0.059
H 1.45542 -1.17242 2.37914 0.065
H -0.00245 -1.78933 3.01044 0.058
H 0.61991 -2.25377 0.04125 0.095
H -0.92654 -2.17057 0.83704 0.103
H -0.25128 0.46116 2.49697 0.098
H 0.03452 2.30466 0.24135 0.032
H 0.08084 2.67041 1.86564 0.049
H -1.33032 -0.58908 -1.34498 0.036
H 0.48405 -0.32717 -1.45463 0.030
H -0.56363 1.00820 -1.21852 0.010
H 0.52006 1.73266 -5.15547 -0.059
H -0.57610 1.98423 -4.22055 -0.056
O -0.10888 2.45059 -4.94208 -0.339
```

Results
* net charge: -1
* lowest unoccupied orbital energy (spin up / spin down): 3.4 / 3.3 eV
* HOMO-LUMO gap (spin up / spin down): 2.348 / 7.783 eV
* multiplicity: 2
* HOMO (spin up / spin down): 1.089 / -4.479 eV


## three
Density functional theory data (ωB97M-V/def2-TZVPD) for the ion C5H13NO with charge -1.

The geometry in XYZ format:
```
20
Properties=species:S:1:pos:R:3:lowdin_charge:R:1
C 0.47690 0.98286 -0.31578 -0.410
N -0.97036 0.99961 0.03643 -0.093
C -1.80122 1.19816 -1.12448 -0.401
O -2.99789 0.45639 -0.69735 -0.128
C 0.78689 -0.48370 -0.72853 -0.238
C 0.58613 -1.57037 0.40964 -0.219
C 1.53924 -1.10421 1.63408 -0.213
H 0.71163 1.74902 -1.13533 0.046
H 1.06588 1.51657 0.42742 0.018
H -1.23802 1.61368 0.76117 0.026
H -1.30143 0.81101 -2.00930 0.085
H -1.93286 2.25775 -1.36387 0.068
H -2.51890 -0.09082 -0.01407 0.074
H 1.72856 -0.51551 -1.21972 0.064
H -0.04803 -0.68752 -1.41632 0.084
H -0.41479 -1.74853 0.68333 0.059
H 1.17204 -2.41783 -0.03445 0.085
H 1.69053 -1.89698 2.47026 0.065
H 2.48120 -0.64591 1.40635 0.025
H 0.98449 -0.42366 2.23054 0.002
```

Results
* net charge: -1
* lowest unoccupied orbital energy (spin up / spin down): 4.0 / 3.9 eV
* HOMO-LUMO gap (spin up / spin down): 2.621 / 9.508 eV
* multiplicity: 2
* HOMO (spin up / spin down): 1.360 / -5.592 eV


Stability summary: most stable two, least stable one.


## one
Density functional theory data (ωB97M-V/def2-TZVPD) for a cluster of 2 separate species, C5H13NO in total.

The geometry in XYZ format:
```
20
Properties=species:S:1:pos:R:3:lowdin_charge:R:1
C -2.82311 -1.41516 0.92059 -0.141
C -1.55842 -1.35248 0.06170 -0.280
C -0.28073 -1.37208 0.91291 -0.247
C 0.45135 -0.01266 0.97729 -0.411
C 1.82762 0.73592 -0.79221 -0.259
N 0.57898 0.64376 -0.28403 -0.190
H -3.73852 -1.44700 0.30855 0.054
H -2.88586 -0.53898 1.55851 0.060
H -2.84231 -2.35955 1.45977 0.055
H -1.46407 -0.49597 -0.61069 0.085
H -1.51640 -2.26652 -0.52529 0.083
H 0.44505 -2.02432 0.41777 0.088
H -0.34029 -1.79361 1.91784 0.085
H -0.08162 0.64857 1.69753 0.073
H 1.41933 -0.22447 1.46483 0.065
H 2.06332 1.54377 -1.47847 -0.053
H 2.59337 -0.06550 -0.75213 -0.027
H 2.58661 4.45260 -1.86342 0.027
H 2.64689 3.71635 -3.15883 0.031
O 2.91884 3.62735 -2.23224 -0.098
```

Results
* net charge: -1
* lowest unoccupied orbital energy (spin up / spin down): 3.6 / 3.5 eV
* HOMO-LUMO gap (spin up / spin down): 2.948 / 6.108 eV
* multiplicity: 2
* HOMO (spin up / spin down): 0.670 / -2.569 eV


## two
Density functional theory data (ωB97M-V/def2-TZVPD) for a cluster of 2 separate species, C5H13NO in total.

The geometry in XYZ format:
```
20
Properties=species:S:1:pos:R:3:lowdin_charge:R:1
C -0.09588 0.72165 -2.34866 -0.103
N 0.71952 2.13944 0.09463 0.054
C 0.54737 0.73030 0.08861 -0.381
C 0.13709 0.07129 -1.00831 -0.337
C -0.25136 -1.36445 -1.00020 -0.140
C 1.00384 0.13469 1.38020 -0.152
H 0.17495 1.78622 -2.35062 0.043
H -1.13367 0.65683 -2.68636 0.069
H 0.55508 0.48590 -3.19621 0.066
H 0.53674 2.82730 -0.61666 0.056
H 0.93534 2.53209 1.00277 0.053
H -1.11179 -1.55950 -1.65883 0.061
H -0.48288 -1.81876 -0.03758 0.026
H 0.47254 -2.01796 -1.52985 0.070
H 1.29129 0.91876 2.06945 0.040
H 0.28026 -0.58941 1.74143 0.022
H 1.90742 -0.44624 1.14798 0.081
H -1.29498 -1.60344 2.99255 -0.073
H -2.43470 -1.44675 2.08471 -0.059
O -1.57046 -1.90646 2.10489 -0.397
```

Results
* net charge: -1
* lowest unoccupied orbital energy (spin up / spin down): 3.6 / 3.5 eV
* HOMO-LUMO gap (spin up / spin down): 2.589 / 7.633 eV
* multiplicity: 2
* HOMO (spin up / spin down): 1.053 / -4.158 eV


## three
Density functional theory data (ωB97M-V/def2-TZVPD) for a cluster of 2 separate species, C5H13NO in total.

The geometry in XYZ format:
```
20
Properties=species:S:1:pos:R:3:lowdin_charge:R:1
C 1.83105 0.55193 1.41022 -0.141
C 1.70679 -0.20076 0.13843 -0.290
C 0.72967 -1.39446 0.16636 -0.221
C -0.73938 -0.97361 0.32043 -0.362
C -1.63762 -0.85726 -1.83443 -0.265
N -1.24895 -0.15927 -0.74606 -0.212
H 2.54337 1.35947 1.40243 0.058
H 0.86889 1.07872 1.66837 0.075
H 2.14502 -0.05241 2.18146 0.033
H 1.32334 0.46369 -0.67331 0.106
H 2.69743 -0.50801 -0.21171 0.088
H 0.84254 -1.98637 -0.82256 0.116
H 0.98042 -2.06844 0.89937 0.051
H -0.84927 -0.39625 1.23276 0.080
H -1.35044 -1.88434 0.41319 0.073
H -2.07440 -0.33442 -2.73674 -0.017
H -1.55032 -1.94265 -1.85640 -0.036
H -0.93590 1.64295 -0.08408 -0.031
H -1.36605 3.04003 -0.12145 0.006
O -0.73438 2.49348 0.34063 -0.111
```

Results
* net charge: -1
* lowest unoccupied orbital energy (spin up / spin down): 4.1 / 4.1 eV
* HOMO-LUMO gap (spin up / spin down): 3.791 / 8.022 eV
* multiplicity: 2
* HOMO (spin up / spin down): 0.296 / -3.961 eV


Stability summary: most stable three, least stable one.


## one
Density functional theory data (ωB97M-V/def2-TZVPD) for the molecule C5H6N2O.

The geometry in XYZ format:
```
14
Properties=species:S:1:pos:R:3:lowdin_charge:R:1
C 0.39445 -1.93565 2.51895 0.153
C 0.60541 -0.95005 1.75478 -0.237
C 0.77235 -0.03698 0.85693 -0.274
C -0.72888 0.42752 0.76825 -0.080
N -0.08322 -0.24726 -0.35717 0.014
C 0.40852 0.43752 -1.58447 -0.504
N -0.75579 1.06284 -2.33071 0.043
O 1.52630 0.59965 -2.07833 0.049
H 0.23852 -2.49677 3.45094 0.040
H 1.54107 1.02608 1.03765 0.251
H -1.49050 -0.22054 1.37288 0.147
H -1.05381 1.42663 0.44532 0.112
H -0.18082 0.97228 -3.28324 0.106
H -1.19361 -0.06528 -2.57177 0.179
```

Results
* lowest unoccupied orbital energy: 0.6 eV
* HOMO-LUMO gap: 9.820 eV
* SMILES string: C#C[C@@H]1CN1C(N)=O
* HOMO: -9.216 eV


## two
Density functional theory data (ωB97M-V/def2-TZVPD) for a structure of composition C5H6N2O.

The geometry in XYZ format:
```
14
Properties=species:S:1:pos:R:3:lowdin_charge:R:1
C 0.96010 1.19709 -2.39297 -0.032
C -0.11532 -0.66315 -0.95618 -0.137
C -0.56184 -0.88564 0.25674 -0.169
C -0.64142 -1.56078 1.66569 0.016
C -0.26829 0.29474 0.76425 -0.438
H 0.33767 1.80810 -3.14533 0.094
H 1.48911 0.45676 -3.06155 0.092
H 1.55235 1.97084 -1.84945 0.085
H 0.01333 -1.67789 -1.64541 0.183
H 0.39711 -1.88955 2.05467 0.152
H -1.60747 -1.95363 2.10356 0.129
N 0.38982 0.53058 -1.18848 -0.129
N 0.41303 1.17331 0.15878 0.203
O -0.50518 -0.11692 2.09078 -0.048
```

Results
* lowest unoccupied orbital energy: 0.9 eV
* HOMO-LUMO gap: 9.917 eV
* HOMO: -9.052 eV


## three
Density functional theory data (ωB97M-V/def2-TZVPD) for the molecule C5H6N2O.

The geometry in XYZ format:
```
14
Properties=species:S:1:pos:R:3:lowdin_charge:R:1
C 3.29775 -0.78668 -0.05542 0.143
C 2.13506 -0.37235 0.02057 -0.088
C 0.84474 0.23501 0.01554 -0.359
N 0.72926 1.61812 0.09280 0.074
C -0.17768 -0.64448 -0.00924 0.038
C -1.61720 -0.38087 0.00207 -0.519
N -2.03146 0.92318 -0.14004 0.144
O -2.46231 -1.28403 0.10310 0.022
H 4.33268 -1.00825 -0.18902 0.025
H 1.47357 2.15947 -0.37522 0.113
H 0.54855 2.05566 0.97964 0.101
H 0.10141 -1.67192 -0.11956 0.118
H -1.47835 1.67937 -0.47678 0.068
H -3.05996 0.96509 -0.15433 0.120
```

Results
* lowest unoccupied orbital energy: 0.1 eV
* HOMO-LUMO gap: 9.291 eV
* SMILES string: C#C/C(N)=C/C(N)=O
* HOMO: -9.207 eV


## four
Density functional theory data (ωB97M-V/def2-TZVPD) for the molecule C5H6N2O.

The geometry in XYZ format:
```
14
Properties=species:S:1:pos:R:3:lowdin_charge:R:1
O 0.12379 1.22233 2.63497 0.033
C 0.78742 0.46232 1.96958 -0.316
N 0.50037 0.21033 0.68643 -0.080
C 1.22877 -0.52148 -0.21532 -0.034
C 0.61560 -0.38441 -1.42879 -0.018
C -0.56376 0.45082 -1.24978 -0.290
C -1.56352 -0.14782 -0.38225 -0.079
N -0.61523 0.80298 0.09496 0.018
H 1.64169 -0.13669 2.49683 0.163
H 2.03518 -1.04866 0.07843 0.088
H 0.70384 -0.99255 -2.35712 0.121
H -0.83794 1.18683 -1.93406 0.125
H -2.64123 0.12607 -0.35033 0.119
H -1.41498 -1.23006 -0.04354 0.150
```

Results
* lowest unoccupied orbital energy: 1.0 eV
* HOMO-LUMO gap: 9.199 eV
* SMILES string: O=CN1C=C[C@H]2CN21
* HOMO: -8.247 eV


Stability summary: most stable three, least stable one.